# 1
Density functional theory data (ωB97M-V/def2-TZVPD) for C32H45BBr2N9O2ReS3Se as an isolated structure.

Output
relative energy (zero: lowest compared OMol25 entry of this formula, charge and spin) = 98.6 kJ/mol
DFT total energy = -292165.2644 eV
gap between HOMO and LUMO (spin up / spin down) = 7.08 / 6.77 eV
E_HOMO (spin up / spin down) = -10.041 / -10.347 eV

ORCA input file:
```
! RIJCOSX wB97M-V def2-TZVPD def2/J DEFGRID3
* xyz 1 4
H 1.86 1.48 4.85
H 5.56 -3.04 1.89
C 0.88 4.45 1.39
H 0.30 -2.52 -4.46
H 4.05 -4.39 0.27
C -4.51 -1.77 0.28
H 0.01 -2.41 5.06
C -1.83 -3.54 -2.05
Br -1.22 2.93 -2.78
C -1.70 -3.28 -4.74
O 2.86 1.61 -0.18
H 3.59 2.32 -4.51
C -0.67 -3.03 -2.61
H 1.87 -4.26 4.34
S 2.15 -0.57 1.12
H -0.66 5.81 0.76
Se 0.86 -2.56 -1.53
H -4.71 -0.06 3.77
C 1.18 0.50 -3.08
H 3.97 -4.67 3.90
C -2.61 1.93 -1.92
Re 0.27 -0.47 -0.36
C -5.75 -1.83 2.42
C -0.59 -2.91 -3.99
H 2.47 3.85 0.04
H -4.69 -4.17 1.62
H -3.59 -2.00 -0.26
C -2.05 -1.06 2.21
C 3.37 2.07 -2.41
H 2.52 0.62 -6.01
H -2.98 -3.71 1.57
C 1.44 4.20 -0.01
N 0.62 1.24 3.11
O 0.22 -0.17 -3.43
H 2.30 -4.33 0.51
H -2.77 2.35 -0.94
H -4.76 -0.72 0.10
N -3.39 -1.11 2.40
H -0.95 5.10 2.35
C 4.68 -2.58 2.33
C 0.70 -2.41 4.24
C 1.62 -3.33 3.87
H -0.12 0.03 4.80
C 1.70 5.56 2.04
N -1.52 -0.22 3.12
B -0.05 -0.07 3.61
H -5.31 -2.39 -0.14
C 3.47 -3.50 2.13
C -0.58 4.89 1.34
C -2.88 -3.87 -2.90
H 0.85 3.45 -0.55
Br -2.24 0.04 -1.70
H -3.49 1.99 -2.54
H 4.61 -5.28 2.38
H 3.18 -2.87 0.07
N 1.49 0.68 -1.75
C -4.38 -2.05 1.77
C 1.64 0.93 -5.46
H 4.87 -2.43 3.40
C 3.74 -4.82 2.85
C -2.55 0.31 3.86
H 4.53 -1.60 1.87
C 1.49 1.91 3.94
H 4.22 2.68 -2.12
H 1.25 1.86 -5.88
H 1.40 5.13 -0.58
H 2.34 3.92 3.76
C -3.71 -0.23 3.42
C -3.94 -3.49 2.03
N 0.99 3.20 2.23
C 2.59 1.45 -1.37
N 0.76 -1.37 3.34
H -1.22 4.14 0.88
H 1.59 6.45 1.43
H 2.76 5.31 2.08
H -2.38 1.00 4.67
N -2.83 -3.74 -4.22
H -1.91 -3.70 -0.99
S -1.14 -1.92 1.00
C 1.69 -1.66 2.42
H 2.90 -5.51 2.75
H 0.87 0.17 -5.54
C 1.73 3.12 3.40
C 0.35 2.03 2.06
H -3.87 -3.68 3.11
H -3.81 -4.27 -2.49
H -1.68 -3.19 -5.83
H -6.44 -2.54 1.97
H 1.34 5.79 3.05
C 3.04 1.88 -3.69
N 2.26 -2.85 2.75
S -0.66 1.57 0.73
C 3.23 -3.78 0.65
H -6.14 -0.83 2.23
H -5.72 -2.02 3.49
N 1.97 1.11 -4.05
*
```

=====

# 2
Density functional theory data (ωB97M-V/def2-TZVPD) for C32H45Cl2N2PY as an isolated structure.

Output
DFT total energy = -72276.7898 eV
gap between HOMO and LUMO = 3.65 eV
E_HOMO = -1.347 eV

ORCA input file:
```
! RIJCOSX wB97M-V def2-TZVPD def2/J DEFGRID3
* xyz -1 1
C 1.68 -6.87 -1.45
H 1.36 -7.45 -0.57
H 0.18 5.98 -0.71
H -0.42 4.15 3.21
H 3.03 0.32 2.29
H -3.83 -3.02 -6.96
C -4.77 -5.84 -0.49
C -0.63 2.82 1.52
H -4.01 -4.18 1.78
P -1.48 -3.30 -1.71
C -1.95 -3.29 -5.92
H 0.26 4.06 -2.70
C -2.26 -4.70 0.65
C -3.53 -2.64 -3.50
H -5.15 -2.31 -4.90
C -0.59 -5.96 -2.12
Cl 0.71 -0.99 -2.85
H -4.06 -5.00 -2.34
H -1.05 -1.98 -4.45
C 2.58 -2.62 4.00
H -0.35 -3.58 -4.51
H -3.49 -3.39 -0.50
N -0.05 3.47 -1.93
H -4.22 -2.87 -2.68
Cl -2.72 -0.97 0.73
H -2.46 -4.52 -3.52
H -5.25 -6.25 1.57
Y -0.70 -0.70 -0.76
H -0.78 1.89 2.07
C 0.78 -2.29 2.40
C 1.09 -0.49 0.68
H -3.04 -5.45 2.52
C 0.90 -4.53 -0.71
H -3.84 -7.13 0.98
H 2.55 -7.39 -1.86
H -2.98 -6.20 -1.64
C -3.34 -2.65 -6.05
C -0.08 -4.54 -1.89
C 2.59 -0.63 2.61
H -1.29 -2.91 -6.71
H -5.20 -6.74 -0.95
H 3.06 -3.24 4.76
C 1.39 -3.05 3.39
C -0.62 2.76 0.11
H 1.27 -3.51 -0.51
C -2.81 -4.23 -0.70
C -0.39 4.07 2.12
C -0.12 5.21 1.34
H 4.06 -1.04 4.13
C -3.43 -5.09 1.57
C -0.06 5.14 -0.06
H -1.68 -3.90 1.13
H -0.18 -2.56 1.96
H 2.73 -5.52 -0.12
H -1.06 -6.32 -1.20
H -1.36 -6.01 -2.91
C 1.45 -1.12 1.88
H -3.29 -1.57 -3.43
H 0.45 -4.19 -2.78
H -1.59 -5.57 0.53
C -1.30 -3.04 -4.55
H 0.39 -4.86 0.21
C 0.56 -6.90 -2.49
H 1.78 0.34 0.44
H -5.56 -5.07 -0.48
H -3.22 -1.57 -6.18
H -4.56 -3.97 -4.87
C 2.09 -5.46 -1.01
H -2.04 -4.37 -6.08
C -4.24 -2.92 -4.84
N -0.59 1.67 -0.77
H 0.06 6.16 1.85
C -2.23 -3.45 -3.41
H 0.16 -7.91 -2.59
C -0.21 2.14 -1.98
H -0.02 1.52 -2.86
C -4.35 -6.15 0.95
C 3.16 -1.39 3.62
H 0.95 -6.60 -3.48
H 0.92 -3.99 3.71
C -0.33 3.91 -0.63
C -3.63 -5.34 -1.39
H 2.69 -5.00 -1.81
*
```

=====

# 3
Density functional theory data (ωB97M-V/def2-TZVPD) for C32H45GeO5S2SiW as an isolated structure.

Output
relative energy (zero: lowest compared OMol25 entry of this formula, charge and spin) = 82.1 kJ/mol
DFT total energy = -132030.1457 eV
gap between HOMO and LUMO (spin up / spin down) = 7.11 / 5.24 eV
E_HOMO (spin up / spin down) = -13.879 / -13.900 eV

ORCA input file:
```
! RIJCOSX wB97M-V def2-TZVPD def2/J DEFGRID3
* xyz 2 4
O 1.46 0.14 -0.44
H -0.39 -2.70 1.71
C -2.71 0.72 -1.93
H -2.02 2.04 2.18
H -2.73 2.34 0.58
H 0.19 3.23 2.79
C 0.55 -1.15 2.83
Ge 1.72 1.18 1.20
C -4.50 0.32 3.00
H -1.39 4.91 -0.22
C -6.00 2.51 2.20
H -2.17 -5.42 0.95
H -5.91 -0.30 -1.80
H 0.81 -3.28 2.86
H 1.64 1.46 -3.55
H 1.97 -1.56 4.38
C -2.10 2.76 1.37
H 2.72 -0.98 2.89
H -1.42 3.45 -1.19
C -5.71 -4.82 0.22
C -5.82 2.25 3.55
H -4.93 0.94 5.00
C -5.46 -2.70 1.34
S -0.69 -1.87 -1.69
H -1.76 0.88 -1.36
C -4.99 0.13 -2.18
O -1.43 -3.87 -0.14
C -4.59 -2.26 0.34
H -0.37 4.78 2.18
S 0.93 -4.03 -1.40
O -2.23 -0.58 0.75
H -6.69 -4.30 2.06
C -0.52 -3.41 -0.91
H 1.10 4.08 1.50
C -6.01 -3.98 1.28
C -4.67 0.58 1.63
H -6.15 -5.80 0.17
C 0.11 3.84 1.89
H 2.65 2.55 -0.99
W -0.64 0.03 0.04
H -3.68 -2.77 -1.55
H -6.26 2.90 4.29
C -4.31 -3.11 -0.73
C 2.88 -0.69 -2.19
H 2.17 -1.49 -2.41
H 1.86 0.15 3.98
H -6.60 3.36 1.89
H 0.13 4.24 -0.82
H -5.72 -2.05 2.16
C -1.25 -5.22 0.41
H -5.58 1.90 0.19
H 0.53 1.85 -2.24
H 0.48 0.25 -3.04
H 3.41 -0.45 -3.11
H -3.92 -0.54 3.32
H -2.62 3.64 1.76
C 1.13 1.05 -2.68
C -2.66 1.22 -3.22
H -1.74 1.64 -3.61
H -5.86 0.59 -4.08
H -4.65 -5.03 -1.64
C 0.59 -2.50 2.14
C -4.86 -4.38 -0.79
H -3.79 1.56 -5.01
C -0.86 3.99 -0.43
H -1.11 -5.92 -0.41
C 3.15 1.65 -1.35
H -0.59 -1.81 4.54
H 1.36 -2.52 1.37
C -3.86 0.17 -1.36
C -3.80 1.18 -4.00
H -0.65 -0.06 4.26
C -5.43 1.68 1.25
C -4.97 0.63 -3.47
O -0.03 1.91 0.45
H 3.68 1.92 -2.25
Si -3.90 -0.54 0.37
C -5.06 1.15 3.95
C 2.15 0.54 -1.68
H 3.89 1.32 -0.62
C -0.74 3.15 0.84
C -0.64 -1.04 3.77
H -0.39 -5.22 1.07
O 0.37 -0.11 1.80
H -1.57 -1.16 3.21
C 1.86 -0.86 3.55
H 3.60 -1.04 -1.46
*
```

=====

Q: Look up the DFT total energy of the third one.
A: -132030.1457 eV

=====

Q: Which of these has the highest DFT total energy?
A: C32H45Cl2N2PY

=====

Q: Which value of DFT total energy does entry 2 give?
A: -72276.7898 eV